Density functional theory data (the ωB97M-V functional and the def2-TZVPD basis) for a structure of composition C41H35O4P2Sn at a distorted geometry.

Last column: Löwdin charge in e.
Atoms and positions in Å:
1 Sn -0.357 -0.867 -1.027  1.086
2 C 3.102 4.929 -0.782  -0.020
3 C 2.195 3.728 -1.203  -0.397
4 C 1.850 3.943 -2.711  0.013
5 C 2.932 2.389 -0.960  -0.048
6 C 4.339 2.278 -0.969  0.006
7 C 5.041 1.087 -0.687  -0.029
8 C 4.320 -0.033 -0.196  -0.044
9 C 2.917 0.057 -0.124  -0.234
10 P 1.865 -1.354 0.362  1.074
11 C 2.259 -2.869 -0.582  -0.333
12 C 2.573 -4.029 0.117  -0.091
13 C 2.775 -5.265 -0.511  -0.068
14 C 2.766 -5.273 -1.903  -0.072
15 C 2.447 -4.121 -2.653  -0.068
16 C 2.281 -2.931 -2.012  -0.094
17 C 1.931 -1.760 2.071  -0.358
18 C 0.801 -2.233 2.726  -0.103
19 C 0.824 -2.736 4.001  -0.089
20 C 2.007 -2.818 4.669  -0.064
21 C 3.256 -2.489 4.057  -0.036
22 C 3.195 -2.013 2.742  -0.068
23 C 2.235 1.247 -0.490  -0.195
24 O 0.887 1.270 -0.341  -0.127
25 C 0.200 2.463 -0.285  -0.176
26 C -1.163 2.323 0.029  -0.269
27 C -1.874 3.522 0.336  -0.042
28 C -1.261 4.723 0.027  -0.050
29 C 0.093 4.765 -0.282  0.005
30 C 0.897 3.626 -0.438  -0.087
31 P -1.934 0.765 0.064  1.047
32 C -2.487 0.359 1.677  -0.372
33 C -3.345 -0.733 1.775  -0.106
34 C -3.977 -0.969 2.979  -0.037
35 C -3.914 0.006 4.005  -0.049
36 C -3.034 1.061 3.901  -0.052
37 C -2.213 1.191 2.755  -0.044
38 C -3.300 0.841 -1.130  -0.313
39 C -4.585 0.867 -0.596  -0.065
40 C -5.697 1.107 -1.424  -0.058
41 C -5.529 1.157 -2.767  -0.059
42 C -4.252 0.971 -3.235  -0.109
43 C -3.156 0.854 -2.539  -0.091
44 H 3.995 4.991 -1.405  0.078
45 H 3.443 4.835 0.234  0.097
46 H 2.492 5.776 -1.078  0.079
47 H 2.717 4.510 -3.151  0.106
48 H 1.009 4.652 -2.668  0.088
49 H 1.506 3.148 -3.345  0.089
50 H 4.891 3.128 -1.373  0.114
51 H 6.050 0.977 -0.976  0.095
52 H 4.792 -0.958 -0.003  0.094
53 H 2.604 -4.070 1.192  0.092
54 H 2.948 -6.158 0.101  0.114
55 H 2.998 -6.275 -2.322  0.117
56 H 2.636 -4.203 -3.741  0.124
57 H 2.133 -1.969 -2.527  0.085
58 H -0.132 -1.998 2.194  0.095
59 H -0.147 -2.886 4.521  0.129
60 H 1.972 -3.225 5.682  0.114
61 H 4.277 -2.531 4.477  0.120
62 H 4.081 -1.774 2.212  0.085
63 H -2.943 3.463 0.580  0.128
64 H -1.856 5.646 0.053  0.123
65 H 0.562 5.737 -0.389  0.120
66 H -3.258 -1.500 1.049  0.102
67 H -4.563 -1.856 3.081  0.108
68 H -4.525 -0.125 4.884  0.110
69 H -2.970 1.826 4.681  0.118
70 H -1.599 2.086 2.655  0.110
71 H -4.787 0.689 0.438  0.091
72 H -6.666 1.148 -0.950  0.111
73 H -6.298 1.440 -3.484  0.123
74 H -4.128 1.045 -4.336  0.137
75 H -2.163 0.703 -2.979  0.117
76 O 0.397 -0.605 -2.749  -0.589
77 C -2.897 -4.063 -1.395  0.043
78 C -2.025 -2.821 -1.189  -0.686
79 O -1.018 -2.904 -0.405  -0.097
80 O -2.349 -1.745 -1.705  -0.061
81 H -3.419 -3.959 -2.303  0.071
82 H -3.522 -4.350 -0.552  0.092
83 H -2.144 -4.863 -1.456  0.097

Results
Multiplicity: 1
HOMO energy, hartree: -0.3965
Orbital gap, eV: 8.124
Net charge: +1
Total energy, eV: -75676.6886